{"formula": "C6H13NO", "method": "ωB97M-V/def2-TZVPD", "homo_energy_ev": -8.04, "de_lowest_kj_mol": 355.0, "smiles": "C=C/C=C(\\C)NC.O", "total_charge": 0, "species": ["C", "C", "C", "C", "C", "N", "C", "H", "H", "H", "H", "H", "H", "H", "H", "H", "H", "H", "O", "H", "H"], "positions_angstrom": [[1.4405, -2.3852, 0.0532], [0.2895, -1.9081, -0.3864], [-0.7542, -1.1610, 0.4256], [-1.2089, 0.0745, 0.1145], [-0.6611, 0.6934, -1.2517], [-1.9313, 0.9553, 0.9450], [-1.1742, 2.0139, 1.5676], [2.2060, -2.7592, -0.5616], [1.9036, -2.4896, 1.0270], [-0.0744, -2.2365, -1.3437], [-1.1331, -1.8041, 1.2397], [-1.2871, 1.6058, -1.4550], [0.3581, 1.1004, -1.1933], [-0.7058, 0.0135, -2.1492], [-2.7456, 0.5924, 1.4745], [-0.1514, 2.1444, 1.1415], [-1.2626, 1.9818, 2.6018], [-1.7156, 2.9392, 1.2210], [2.9460, -0.1583, -1.2157], [2.5007, 0.2109, -0.4952], [3.1607, 0.5766, -1.7595]], "lowdin_charge": [-0.019, -0.190, -0.065, -0.328, -0.046, -0.108, -0.114, 0.035, 0.063, 0.096, 0.107, 0.079, 0.047, 0.084, 0.135, 0.096, 0.048, 0.085, -0.020, -0.007, 0.023]}